# 1
Formula: FH3N2O
Source: the Open Molecules 2025 dataset
Level of theory: the ωB97M-V functional and the def2-TZVPD basis

**Total charge**: 0
**M**: 66.0 g/mol
**Relative energy (zero: lowest compared OMol25 entry of this formula, charge and spin)**: 72.8 kcal/mol
**2S+1**: 1
**Strongest force on any atom**: 0.125 hartree/bohr

Geometry as XYZ:
```
7
Properties=species:S:1:pos:R:3:forces:R:3:nbo_charge:R:1
N 0.82427 -0.22757 -0.35538 -4.6 3.0 -3.3 -0.593
N 0.06421 0.60127 0.40019 -0.4 -1.1 -2.4 0.167
O -0.98854 0.96508 -0.09335 0.2 -0.1 1.1 -0.175
F -2.13670 -0.83332 -0.09519 0.6 0.6 0.0 -0.581
H 0.35773 -0.52543 -1.24082 0.4 0.3 1.4 0.436
H 1.51877 -0.68666 0.02241 4.1 -2.9 2.5 0.376
H 0.36026 0.70662 1.36214 -0.4 0.2 0.5 0.371
```
Forces are in eV/Å.



# 2
Formula: FH3N2OS
Source: the Open Molecules 2025 dataset
Level of theory: the ωB97M-V functional and the def2-TZVPD basis

**Total charge**: 0
**M**: 98.1 g/mol
**Relative energy (zero: lowest compared OMol25 entry of this formula, charge and spin)**: 91.5 kcal/mol
**2S+1**: 1
**Strongest force on any atom**: 0.062 hartree/bohr

Geometry as XYZ:
```
8
Properties=species:S:1:pos:R:3:forces:R:3:nbo_charge:R:1
N -1.62127 -0.20343 0.31185 1.8 1.8 0.5 -0.647
N -0.70492 0.32486 -0.47106 -0.2 -0.5 -2.0 0.179
O 1.16675 -0.94784 -0.05146 0.0 -0.5 -0.1 -0.737
F -0.33093 1.54073 0.06599 0.1 0.5 0.7 -0.281
S 2.47269 -0.22074 0.10703 -0.2 -0.6 3.1 0.668
H -1.44652 0.05197 1.27228 -1.1 -0.7 0.4 0.393
H -2.27269 -0.74550 -0.18256 -1.0 -0.9 0.2 0.408
H 2.73689 0.19996 -1.05206 0.6 0.9 -2.9 0.016
```
Forces are in eV/Å.



# 3
Formula: FH3NO2P
Source: the Open Molecules 2025 dataset
Level of theory: the ωB97M-V functional and the def2-TZVPD basis

**Total charge**: 0
**M**: 99.0 g/mol
**Relative energy (zero: lowest compared OMol25 entry of this formula, charge and spin)**: 6.3 kcal/mol
**2S+1**: 3
**Strongest force on any atom**: 0.262 hartree/bohr

Geometry as XYZ:
```
8
Properties=species:S:1:pos:R:3:forces:R:3:nbo_charge:R:1
N -1.09879 -0.56239 -1.00131 -7.3 -3.7 -4.5 -0.800
O -0.26865 -0.57697 1.38558 -2.8 -1.2 -0.4 -0.926
O 0.72041 1.46544 0.08224 1.5 -0.7 0.5 -1.058
F 1.47007 -1.05407 -0.27494 -1.8 -0.2 0.1 -0.552
P 0.05064 -0.20710 -0.10026 11.4 6.3 3.3 1.998
H -1.35233 0.16587 -1.66683 -0.1 0.0 0.0 0.396
H -1.24643 -0.80029 1.27294 1.0 -0.1 1.3 0.482
H 1.72508 1.56952 0.30258 -1.9 -0.4 -0.3 0.461
```
Forces are in eV/Å.



# 4
Formula: FH4NSi
Source: the Open Molecules 2025 dataset
Level of theory: the ωB97M-V functional and the def2-TZVPD basis

**Total charge**: 0
**M**: 65.1 g/mol
**Relative energy (zero: lowest compared OMol25 entry of this formula, charge and spin)**: 108.3 kcal/mol
**2S+1**: 1
**Strongest force on any atom**: 0.025 hartree/bohr

Geometry as XYZ:
```
7
Properties=species:S:1:pos:R:3:forces:R:3:nbo_charge:R:1
N 2.07246 0.58045 -0.22883 -0.5 0.0 -0.8 -0.643
F -2.41489 0.58806 0.12619 0.2 0.1 1.0 -0.659
Si -1.16826 -0.39708 -0.16029 0.3 0.8 -1.0 1.158
H 2.46842 0.23978 0.62973 0.3 -0.5 0.7 0.291
H 1.40559 1.27136 0.09490 -0.2 0.5 0.0 0.291
H -1.80975 -1.01025 -1.30540 0.3 -0.8 -0.5 -0.226
H -0.55357 -1.27232 0.84369 -0.5 -0.1 0.5 -0.211
```
Forces are in eV/Å.



# 5
Formula: FH4NSi
Source: the Open Molecules 2025 dataset
Level of theory: the ωB97M-V functional and the def2-TZVPD basis

**Total charge**: 0
**M**: 65.1 g/mol
**Relative energy (zero: lowest compared OMol25 entry of this formula, charge and spin)**: 108.2 kcal/mol
**2S+1**: 1
**Strongest force on any atom**: 0.068 hartree/bohr

Geometry as XYZ:
```
7
Properties=species:S:1:pos:R:3:forces:R:3:nbo_charge:R:1
N 1.79297 0.52277 0.40759 -1.6 1.0 2.9 -0.811
F -2.35542 0.71855 0.59990 0.7 -1.1 -0.6 -0.641
Si -1.23523 -0.32374 0.02852 1.7 3.0 -0.9 1.238
H 1.81244 1.16518 -0.32761 -0.1 1.4 -1.7 0.298
H 1.92398 -0.33902 0.00115 0.5 -2.7 -1.3 0.290
H -0.88329 -0.23329 -1.44926 -0.9 -0.2 0.9 -0.174
H -1.05544 -1.51045 0.73971 -0.4 -1.4 0.7 -0.200
```
Forces are in eV/Å.



# 6
Formula: FHIN
Source: the Open Molecules 2025 dataset
Level of theory: the ωB97M-V functional and the def2-TZVPD basis

**Total charge**: 0
**M**: 160.9 g/mol
**Relative energy (zero: lowest compared OMol25 entry of this formula, charge and spin)**: 84.4 kcal/mol
**2S+1**: 1
**Strongest force on any atom**: 0.033 hartree/bohr

Geometry as XYZ:
```
4
Properties=species:S:1:pos:R:3:forces:R:3:nbo_charge:R:1
N -0.13396 0.51002 -0.47805 1.3 0.7 -0.9 -0.118
F 0.04492 1.57209 0.35894 -0.4 -0.2 0.2 -0.232
I -1.55094 -0.71036 0.13383 -1.0 -0.5 0.6 0.344
H 1.63998 -1.37174 -0.01472 0.1 0.0 0.0 0.007
```
Forces are in eV/Å.



# 7
Formula: FHN2O
Source: the Open Molecules 2025 dataset
Level of theory: the ωB97M-V functional and the def2-TZVPD basis

**Total charge**: 0
**SMILES string**: O=NNF
**M**: 64.0 g/mol
**Relative energy (zero: lowest compared OMol25 entry of this formula, charge and spin)**: 92.4 kcal/mol
**2S+1**: 1
**Strongest force on any atom**: 0.144 hartree/bohr

Geometry as XYZ:
```
5
Properties=species:S:1:pos:R:3:forces:R:3:nbo_charge:R:1
O -1.83451 0.15965 -0.10741 6.5 -3.5 0.9 -0.450
N -0.63401 -0.62199 -0.01029 -5.1 3.5 -1.1 0.208
N 0.42380 0.09352 -0.06244 -1.5 -2.8 -0.7 0.025
F 1.58367 -0.63700 -0.09583 -0.4 0.7 0.4 -0.173
H 0.46104 1.00583 0.27596 0.6 2.1 0.5 0.390
```
Forces are in eV/Å.



# 8
Formula: FHNO2S
Source: the Open Molecules 2025 dataset
Level of theory: the ωB97M-V functional and the def2-TZVPD basis

**Total charge**: -1
**SMILES string**: N=[S@@](=O)([O-])F
**M**: 98.1 g/mol
**Relative energy (zero: lowest compared OMol25 entry of this formula, charge and spin)**: 7.5 kcal/mol
**2S+1**: 1
**Strongest force on any atom**: 0.083 hartree/bohr

Geometry as XYZ:
```
6
Properties=species:S:1:pos:R:3:forces:R:3:nbo_charge:R:1
N -0.59418 0.77457 0.73266 -0.1 0.1 0.3 -1.214
S -0.01739 -0.28951 -0.18767 -4.2 -0.5 -0.2 2.431
O 0.89459 -1.23466 0.42516 1.6 0.8 -1.1 -0.970
O -1.11169 -0.95466 -0.88801 1.2 0.4 -0.7 -0.995
F 0.61201 0.78046 -1.36853 0.8 -1.8 0.2 -0.572
H 0.21665 0.92380 1.28639 0.7 0.9 1.4 0.320
```
Forces are in eV/Å.